110
Properties=species:S:1:pos:R:3:forces:R:3 method="wB97M-V/def2-TZVPD" mol_weight_g_mol=752.90 smiles="C#Cc1cc(O)c2c(c1[C@H](C)CC)C(=O)C(COc1ccccc1)=C(CC=C)C2=O.CCOC(C)=O.CCOC(C)=O.CCOC(C)=O.CCOC(C)=O" homo_ev=-7.78
C -2.988299 -0.431249 4.541189 2.386 2.907 -9.203
C -2.589158 0.041665 3.261565 -2.006 -1.988 7.134
C -2.099032 0.781945 1.853426 -0.248 0.397 -1.982
C -3.219789 0.718383 0.613472 3.205 1.603 -0.540
C -2.900132 1.365233 -0.877164 2.057 -0.024 3.133
O -3.956215 1.237892 -1.893618 2.094 1.643 2.009
C -1.429060 2.061744 -1.073724 -0.262 -0.438 1.940
C -0.304668 2.158483 0.159877 -2.778 -1.301 0.281
C -0.613610 1.502028 1.662414 -1.828 -0.110 -2.621
C 0.490544 1.556189 2.890999 -0.575 -0.408 0.785
C 0.915748 3.089735 3.327257 -0.249 -0.390 1.147
C 1.789816 0.551384 2.653177 -0.184 -0.345 -1.607
C 1.733797 -0.830052 3.538654 0.589 0.569 -0.947
C 1.096665 2.936933 -0.230482 4.070 -0.486 1.207
O 2.281683 2.760585 0.364683 -7.432 0.953 -3.118
C 1.095264 4.012072 -1.511739 -2.424 -0.493 -1.873
C 2.288978 5.182210 -1.455381 -1.059 0.535 -0.307
O 3.418155 4.870469 -2.389860 0.800 -1.738 3.201
C 4.385069 3.958764 -1.759204 3.004 -3.936 1.596
C 5.193953 4.254742 -0.339595 0.377 -2.353 -1.227
C 6.238381 3.222139 0.389382 -1.766 -1.668 -3.537
C 6.548791 1.740801 -0.294111 -3.060 3.338 -1.952
C 5.775909 1.408842 -1.718270 -0.408 3.067 2.022
C 4.710385 2.470225 -2.449024 1.649 1.074 3.427
C 0.090041 3.928698 -2.645564 2.806 -0.049 3.250
C 0.166793 5.068481 -3.821600 -0.846 0.608 -1.010
C -0.437109 4.613317 -5.275702 0.744 -2.836 -2.149
C 0.062715 3.472285 -6.090585 -0.971 2.771 1.768
C -1.017982 2.700476 -2.563844 -2.326 -2.661 -3.035
O -1.608818 2.119964 -3.615268 3.529 3.863 6.054
H -3.460157 -1.000537 5.452356 1.298 1.461 -2.400
H -4.269161 0.204361 0.814502 2.537 1.272 -0.466
H -4.231217 2.147970 -2.239729 1.077 -1.589 0.805
H -0.074417 1.103036 3.840226 0.944 1.008 -2.186
H 1.910834 3.474227 2.847159 -2.178 -0.768 0.574
H 1.116977 3.040704 4.502970 -0.388 0.102 -2.532
H -0.003898 3.812962 3.196403 2.006 -1.325 0.040
H 2.822696 1.133549 2.741448 -2.354 -1.193 0.032
H 1.722701 0.211129 1.510855 0.300 0.800 2.428
H 0.688018 -1.327315 3.369916 1.950 0.935 0.679
H 1.991873 -0.584451 4.653125 -0.740 -0.735 -2.045
H 2.550197 -1.565736 3.084350 -1.718 1.534 1.179
H 1.854239 6.220582 -1.852639 0.815 -2.491 0.740
H 2.646531 5.391770 -0.356787 -0.643 -0.903 -2.209
H 4.976778 5.276753 0.187587 0.524 -2.164 -1.088
H 6.772117 3.467009 1.428731 -1.475 -0.316 -2.650
H 7.285894 0.974437 0.232502 -1.818 1.813 -1.480
H 5.991945 0.351257 -2.190658 -0.569 2.467 0.940
H 4.189251 2.144836 -3.450705 1.152 0.805 2.246
H -0.511293 5.979138 -3.451861 1.438 -2.014 -0.730
H 1.229492 5.519263 -4.012975 -1.783 -1.252 0.827
H -1.353442 5.228337 -5.728679 1.634 -1.894 1.622
H -0.677671 2.805786 -6.736925 1.766 2.168 0.953
H 1.208641 3.203690 -6.139860 -2.583 0.076 0.877
O -4.957544 3.759834 0.100112 -1.875 0.427 -1.434
C -5.995927 3.787955 -0.559328 1.299 -0.032 1.235
O -6.457491 4.955623 -1.058944 0.560 0.107 -0.065
C -7.545583 5.070353 -1.995661 -0.229 -0.009 0.099
C -8.878717 5.104742 -1.274855 -0.092 -0.092 0.221
C -6.820405 2.546767 -0.739107 0.135 -0.526 -0.495
H -7.496752 4.284718 -2.755075 0.013 -0.025 0.161
H -7.399956 6.018739 -2.523769 0.245 -0.168 0.238
H -9.061657 4.179014 -0.722322 -0.009 0.045 -0.147
H -9.697428 5.251354 -1.984880 0.099 -0.003 0.060
H -8.896918 5.918780 -0.542513 0.039 -0.059 -0.202
H -7.468523 2.416577 0.129600 0.031 0.042 -0.075
H -6.143140 1.690053 -0.816544 -0.101 0.203 0.269
H -7.416742 2.544378 -1.648841 -0.203 0.097 0.110
O 7.858892 -1.168890 -0.987263 -1.210 -1.850 0.593
C 7.362870 -2.180219 -0.492221 0.499 1.426 -0.470
O 6.216095 -2.693479 -0.989787 0.364 0.291 -0.494
C 5.660314 -3.967852 -0.613453 -0.181 -0.038 0.266
C 4.804865 -3.838710 0.631345 0.011 0.155 0.167
C 7.965647 -2.806075 0.731544 0.590 -0.464 -0.068
H 6.443206 -4.724709 -0.510658 0.017 0.163 0.059
H 5.029458 -4.288768 -1.449261 0.242 0.303 -0.011
H 5.393240 -3.507973 1.491669 -0.054 -0.161 -0.060
H 4.337557 -4.795841 0.879217 0.057 0.109 0.005
H 4.018964 -3.091251 0.479759 0.088 -0.166 -0.070
H 7.598488 -2.287022 1.618921 0.002 -0.060 -0.067
H 9.053723 -2.699022 0.674351 -0.270 0.235 0.057
H 7.770664 -3.872564 0.819997 -0.210 0.057 0.132
O -2.945164 -5.663571 0.776732 -0.703 1.434 -1.741
C -3.476646 -4.844433 0.028112 0.799 -0.764 0.929
O -2.881423 -4.491668 -1.132651 0.116 -0.688 0.264
C -3.502556 -3.697084 -2.160939 -0.031 0.363 -0.014
C -3.332239 -2.217504 -1.878397 0.022 0.083 0.156
C -4.743828 -4.149420 0.432887 -0.669 -0.349 -0.088
H -4.549176 -3.982012 -2.301364 0.075 0.003 0.156
H -2.987940 -3.944286 -3.095608 0.044 -0.184 0.340
H -3.822042 -1.926885 -0.944929 -0.035 -0.014 -0.132
H -3.753172 -1.618710 -2.690912 0.071 -0.044 0.096
H -2.271403 -1.968304 -1.769585 -0.155 -0.054 -0.107
H -4.498675 -3.294316 1.065626 0.005 -0.048 -0.054
H -5.358831 -4.854960 1.000889 0.305 0.178 0.077
H -5.353547 -3.824712 -0.407378 0.130 0.209 -0.008
O 3.139770 -5.598555 3.763251 -1.936 -0.474 -1.003
C 2.123249 -6.060071 3.245968 1.118 0.696 0.925
O 1.055688 -5.266271 3.008696 0.730 0.293 0.007
C -0.098403 -5.656957 2.240591 -0.378 -0.180 0.056
C -1.107011 -6.381473 3.109945 -0.077 -0.262 0.191
C 2.011846 -7.528981 2.958694 0.297 -0.319 -0.638
H 0.191941 -6.235992 1.359264 0.026 -0.001 0.151
H -0.548376 -4.731185 1.866404 0.317 -0.088 0.160
H -0.695298 -7.309436 3.516278 0.015 0.040 -0.083
H -2.006465 -6.623764 2.537062 0.252 0.112 0.114
H -1.390738 -5.760104 3.965933 0.045 0.010 -0.177
H 1.692593 -8.049230 3.863723 0.008 0.050 -0.086
H 2.997731 -7.898207 2.658122 -0.131 0.101 0.323
H 1.337175 -7.765558 2.138881 -0.196 -0.008 0.166